Computed, not measured: a gas-phase ion, C3H8NO3 (charge +1) in a non-equilibrium geometry, with ωB97M-V with the def2-TZVPD basis set.

Last columns: bonded neighbours and bond lengths (Å).
Element x y z (Å)
1 H -3.260 0.637 0.453  O6 0.984
2 H 0.556 -1.603 -0.933  C3 1.076
3 C 0.625 -1.019 -0.032  H2 1.076, C5 1.534, H12 1.143, N15 1.473
4 H -0.907 -1.304 1.579  N15 1.010
5 C 1.529 0.204 -0.236  C3 1.534, H8 1.157, H11 1.098, O14 1.413
6 O -2.731 -0.113 0.806  H1 0.984, C10 1.343
7 H 1.609 2.174 -0.523  O14 0.980
8 H 2.144 0.140 -1.214  C5 1.157
9 H -0.511 1.132 -0.968  O13 0.978
10 C -1.532 -0.050 0.203  O6 1.343, O13 1.291, N15 1.311
11 H 2.330 0.141 0.513  C5 1.098
12 H 1.209 -1.767 0.606  C3 1.143
13 O -1.403 0.779 -0.779  H9 0.978, C10 1.291
14 O 0.976 1.504 -0.192  C5 1.413, H7 0.980
15 N -0.634 -0.855 0.716  C3 1.473, H4 1.010, C10 1.311

Properties
- charge = +1
- gap between HOMO and LUMO (hartree) = 0.434
- maximum force (eV/A) = 3.5
- structure (SMILES) = OCC[NH+]=C(O)O
- energy relative to the best compared isomer or geometry (same formula, charge and spin) (kJ/mol) = 59.44